The following is a DFT calculation (the ωB97M-V functional and the def2-TZVPD basis) of a 4-piece molecular cluster, C2H11O4 overall.

Values from the calculation:
2S+1   1
E_HOMO   -4.401 eV
Electronic energy   -383.79551 hartree
Energy above the lowest of the compared OMol25 structures with the same formula, charge and spin   27.1 kJ/mol
Frontier orbital gap   8.45 eV
Charge   -1

Geometry as XYZ:
```
17
Properties=species:S:1:pos:R:3:nbo_charge:R:1
C -0.5273 -1.0016 0.9613 -0.02
O -0.6479 0.1420 0.2267 -0.96
C 0.9243 -1.5208 1.0085 -0.63
H -0.8212 -0.8172 2.0097 0.11
H -1.1372 -1.8170 0.5442 0.12
H 1.0932 -2.5061 1.4468 0.18
H 1.2856 -1.5040 -0.0274 0.17
H 1.5580 -0.8573 1.5927 0.19
H 0.6258 2.8609 0.3967 0.44
H -0.1150 1.5211 0.7255 0.51
O -0.0045 2.4998 1.0255 -1.03
H 0.6275 0.4143 -1.7311 0.50
H 1.8390 -0.4303 -1.5765 0.46
O 1.4479 0.1863 -2.2020 -0.97
H -2.2228 1.6333 -1.8032 0.44
H -1.6290 0.5192 -0.9215 0.51
O -2.2964 0.6774 -1.6758 -1.02
```

***

The following is a DFT calculation (the ωB97M-V functional and the def2-TZVPD basis) of a 5-piece molecular cluster, C2H11O6 overall in a non-equilibrium geometry.

Values from the calculation:
2S+1   1
E_HOMO   -5.331 eV
Electronic energy   -534.29798 hartree
Energy above the lowest of the compared OMol25 structures with the same formula, charge and spin   159.1 kJ/mol
Frontier orbital gap   8.95 eV
Charge   -1

Geometry as XYZ:
```
19
Properties=species:S:1:pos:R:3:nbo_charge:R:1
O -0.1967 -0.2678 1.5618 -0.76
C 0.9159 -0.1363 1.0487 0.78
O 1.5436 -1.1390 0.5809 -0.81
C 1.8457 1.1279 0.9763 -0.72
H 1.3300 2.0051 1.5368 0.19
H 2.7476 0.7924 1.3374 0.22
H 1.9599 1.5047 -0.0262 0.21
H -1.5744 1.3762 0.9250 0.47
H -2.7726 0.6164 1.0109 0.48
O -2.4523 1.4846 1.1404 -0.96
H 1.8936 0.4758 -2.0165 0.46
H 2.2747 -0.6165 -0.9246 0.50
O 2.3734 -0.2912 -1.8114 -1.00
H -1.4248 -0.6258 -1.8257 0.52
H -1.7908 0.8181 -2.3439 0.45
O -1.4604 0.0758 -2.6960 -1.00
H -0.9825 -1.1324 0.5248 0.52
H -2.1558 -1.9219 0.0320 0.46
O -1.8169 -1.0177 -0.0731 -1.01
```

***

The following is a DFT calculation (the ωB97M-V functional and the def2-TZVPD basis) of a 4-piece molecular cluster, C2H12N2O4 overall in a non-equilibrium geometry.

Values from the calculation:
2S+1   1
E_HOMO   -10.016 eV
Electronic energy   -493.89878 hartree
Energy above the lowest of the compared OMol25 structures with the same formula, charge and spin   72.1 kJ/mol
Structure (SMILES)   NCNC=O.O.O.O
Frontier orbital gap   10.73 eV

Geometry as XYZ:
```
20
Properties=species:S:1:pos:R:3:nbo_charge:R:1
N -1.3542 -1.6447 0.0066 -0.88
C -1.3524 -1.0124 -1.3145 -0.07
N -0.1775 -0.2170 -1.5712 -0.63
C -0.0637 0.9200 -0.8305 0.56
O -0.9837 1.5854 -0.3914 -0.66
H -0.8563 -2.5287 -0.0092 0.37
H -2.2729 -1.6992 0.4225 0.38
H -2.1919 -0.3467 -1.4046 0.21
H -1.5530 -1.7638 -2.0870 0.18
H 0.7321 -0.6708 -1.5446 0.42
H 0.9655 1.1724 -0.5411 0.14
O 0.9160 -0.4707 1.6158 -1.02
H 0.6671 0.4192 1.9241 0.51
H 0.1392 -0.9991 1.3776 0.50
O 2.4787 -1.1473 -0.5540 -0.99
H 3.4101 -1.3893 -0.5937 0.48
H 2.3628 -0.7598 0.3346 0.51
O -0.0776 2.2279 2.1206 -0.98
H -0.7652 2.2566 2.7965 0.47
H -0.5220 2.1169 1.2574 0.50
```